Record 1
{"formula": "ClCr", "method": "ωB97M-V/def2-TZVPD", "charge": 1, "homo_energy_ha": [-0.40317, -0.81082], "multiplicity": 9, "homo_lumo_gap_ev": [7.221, 8.523], "species": ["Cr", "Cl"], "coordinates": [[21.2380, 0.9036, 2.7741], [18.6938, 0.3865, 2.3859]], "mulliken_charge": [0.0622, 0.9378]}

***

Record 2
{"formula": "C51H53BBiClN9O2SSeSi", "method": "ωB97M-V/def2-TZVPD", "charge": -1, "homo_energy_ha": -0.18699, "homo_lumo_gap_ev": 7.333, "species": ["Bi", "C", "C", "C", "C", "N", "N", "B", "N", "N", "C", "C", "C", "C", "C", "C", "C", "C", "C", "C", "N", "N", "C", "C", "C", "C", "C", "C", "C", "C", "C", "C", "C", "C", "C", "C", "C", "C", "H", "H", "H", "H", "H", "H", "H", "H", "H", "H", "H", "H", "H", "H", "H", "H", "H", "H", "H", "H", "H", "H", "H", "H", "H", "H", "H", "H", "C", "Si", "C", "C", "C", "C", "C", "C", "N", "C", "S", "H", "H", "H", "H", "H", "H", "H", "H", "H", "H", "H", "H", "Cl", "O", "C", "N", "C", "O", "C", "C", "C", "C", "N", "C", "H", "H", "H", "H", "H", "H", "H", "H", "Se", "C", "C", "C", "C", "C", "C", "H", "H", "H", "H", "H"], "coordinates": [[-0.1501, -0.5421, -0.6626], [4.3664, 0.7466, -4.6599], [3.8932, 0.0853, -3.4064], [4.5393, -0.8922, -2.6876], [3.6700, -1.2000, -1.6217], [2.5754, -0.4607, -1.7007], [2.7111, 0.3290, -2.7817], [1.6637, 1.3679, -3.2157], [0.3897, 0.7378, -3.8374], [-0.4662, -0.1473, -3.2501], [-1.3677, -0.4713, -4.1716], [-1.1433, 0.2592, -5.3463], [-0.0174, 1.0067, -5.0987], [0.6588, 1.9472, -6.0435], [-2.3911, -1.5332, -4.0867], [-2.0933, -2.8067, -3.6144], [-3.0183, -3.8339, -3.7365], [-4.2521, -3.6048, -4.3253], [-4.5673, -2.3291, -4.7745], [-3.6440, -1.3037, -4.6569], [1.3028, 2.3941, -2.1044], [0.0983, 2.4328, -1.4772], [0.0037, 3.6464, -0.9354], [1.1680, 4.3927, -1.1964], [1.9660, 3.5588, -1.9414], [3.3217, 3.8142, -2.5100], [-1.1904, 4.2211, -0.2760], [-1.9045, 3.5884, 0.7333], [-2.9838, 4.2179, 1.3373], [-3.3690, 5.4910, 0.9438], [-2.6692, 6.1299, -0.0714], [-1.5915, 5.4997, -0.6735], [3.9198, -2.1494, -0.5274], [4.8802, -3.1493, -0.6777], [5.1481, -4.0389, 0.3506], [4.4622, -3.9401, 1.5529], [3.5079, -2.9451, 1.7146], [3.2377, -2.0604, 0.6827], [5.3438, 0.3400, -4.9185], [4.4617, 1.8272, -4.5496], [3.6897, 0.5579, -5.4940], [5.5175, -1.2924, -2.8950], [2.1824, 1.9865, -4.0951], [-1.6955, 0.1995, -6.2690], [0.0968, 1.9631, -6.9768], [1.6810, 1.6400, -6.2636], [0.6966, 2.9612, -5.6445], [-1.1211, -2.9978, -3.1794], [-2.7641, -4.8220, -3.3714], [-4.9705, -4.4098, -4.4244], [-5.5397, -2.1297, -5.2080], [-3.8955, -0.3074, -5.0005], [1.3891, 5.3977, -0.8767], [3.6911, 4.7722, -2.1466], [3.2958, 3.8449, -3.6013], [4.0301, 3.0358, -2.2189], [-1.6093, 2.6009, 1.0506], [-3.5212, 3.7034, 2.1250], [-4.2058, 5.9831, 1.4246], [-2.9699, 7.1170, -0.4016], [-1.0583, 5.9934, -1.4771], [5.4132, -3.2451, -1.6149], [5.8929, -4.8131, 0.2107], [4.6710, -4.6311, 2.3602], [2.9786, -2.8513, 2.6539], [2.5091, -1.2690, 0.8153], [2.0958, 1.9819, 6.1672], [0.7607, 1.9119, 4.8344], [-0.1268, 3.5639, 4.7756], [-0.4315, 0.5740, 5.3683], [1.6551, 1.7182, 3.1909], [2.9267, 2.2682, 3.0784], [3.6399, 2.2054, 1.8863], [3.0442, 1.5561, 0.8223], [1.8253, 1.0330, 0.8849], [1.1233, 1.1267, 2.0220], [-0.4782, 0.4412, 1.9623], [1.6477, 1.8319, 7.1529], [2.6153, 2.9431, 6.1867], [2.8441, 1.2004, 6.0149], [-0.5884, 3.8148, 5.7345], [-0.9101, 3.5488, 4.0134], [0.5760, 4.3585, 4.5136], [-0.8224, 0.8386, 6.3559], [0.0716, -0.3942, 5.4467], [-1.2606, 0.4555, 4.6742], [3.3864, 2.7368, 3.9433], [4.6338, 2.6229, 1.7960], [3.5578, 1.4352, -0.1270], [0.4497, -2.9993, -1.5688], [-0.1593, -2.4926, 7.7271], [0.1053, -3.7828, 7.2268], [-0.4078, -4.0081, 5.8970], [0.2132, -3.3815, 4.8466], [1.2343, -2.7362, 5.0200], [-0.4249, -3.5286, 3.5066], [-1.4057, -4.4666, 3.2091], [-1.9556, -4.4792, 1.9411], [-1.5194, -3.5390, 1.0202], [-0.5936, -2.6285, 1.2977], [-0.0445, -2.6379, 2.5048], [0.3248, -1.8690, 7.1704], [-0.3775, -4.4839, 7.9039], [1.1776, -3.9756, 7.2008], [-1.3884, -4.2125, 5.8040], [-1.7285, -5.1971, 3.9415], [-2.7103, -5.2019, 1.6631], [-1.9158, -3.5092, 0.0122], [0.6998, -1.8857, 2.7238], [-2.8095, -0.2672, -0.1683], [-4.3087, -0.7881, -1.2472], [-5.0345, 0.2212, -1.8786], [-6.2820, -0.0451, -2.4233], [-6.8166, -1.3240, -2.3548], [-6.0870, -2.3368, -1.7491], [-4.8412, -2.0723, -1.1972], [-4.6210, 1.2217, -1.9119], [-6.8388, 0.7524, -2.9013], [-7.7935, -1.5317, -2.7746], [-6.4900, -3.3418, -1.7009], [-4.2907, -2.8595, -0.6983]], "mulliken_charge": [3.1767, -1.3841, 0.7453, -1.4256, -0.0139, 0.6965, 0.2761, -1.3812, -0.1405, 0.1181, -0.7140, -1.3802, 0.9961, -1.5220, 0.6146, 0.2962, -0.8624, -0.4428, -0.7958, -0.4443, 1.5593, -0.7267, 0.4872, -1.2347, 0.7213, -1.4294, -0.4993, 0.2928, -1.0999, -0.3704, -0.6307, -0.6999, 0.4764, -0.8951, -0.6974, -0.6740, -0.7945, 0.8807, 0.3934, 0.1927, 0.1715, 0.4463, -0.2722, 0.5651, 0.3881, 0.1388, 0.2734, 0.5199, 0.4028, 0.4176, 0.3885, 0.4350, 0.5821, 0.4595, 0.2037, 0.2178, 0.7439, 0.4650, 0.3796, 0.3675, 0.4359, 0.3511, 0.3626, 0.4101, 0.6637, 0.2798, -1.2912, 0.2257, -1.0044, -0.4747, -0.1469, -0.2130, -1.6707, -0.1413, 0.7538, 0.5868, -0.8223, 0.3631, 0.3574, 0.3685, 0.3527, 0.1717, 0.3059, 0.4918, -0.2609, 0.2258, 0.3360, 0.4504, 0.1470, -0.6296, -0.5594, -0.4251, -0.2188, 0.2697, -0.6234, -0.2130, -0.4127, -1.1998, -0.3247, 0.7876, -0.4404, 0.3606, 0.3583, 0.3182, 0.2595, 0.4800, 0.4396, 0.2968, 0.7415, -0.7836, 0.4079, -0.5291, -0.6270, -0.5567, -0.6477, -0.0875, 0.4625, 0.3754, 0.3829, 0.4231, 0.3418]}

***

Record 3
{"formula": "C15H11Cl5N3O6Re", "method": "ωB97M-V/def2-TZVPD", "charge": 0, "homo_energy_ha": -0.30756, "homo_lumo_gap_ev": 7.391, "species": ["Re", "N", "C", "C", "O", "N", "C", "C", "O", "O", "H", "H", "H", "H", "H", "H", "Cl", "C", "C", "C", "Cl", "C", "Cl", "C", "Cl", "C", "Cl", "O", "N", "C", "C", "C", "C", "C", "H", "H", "H", "H", "H", "O", "O"], "coordinates": [[-1.1925, 0.2787, -0.2946], [-3.4085, 0.2483, -0.1008], [-3.8966, 0.8119, -1.3816], [-3.0350, 2.0206, -1.7335], [-3.5352, 3.0403, -2.1620], [-1.6968, 1.8338, -1.4822], [-0.9628, 3.0330, -1.1212], [-0.8557, 3.0108, 0.4093], [-0.5099, 3.9323, 1.0847], [-1.1952, 1.7988, 0.9310], [-3.7402, 0.7857, 0.6940], [-3.7159, -0.7131, 0.0218], [-3.7955, 0.0419, -2.1468], [-4.9329, 1.1385, -1.3357], [0.0513, 3.0215, -1.5246], [-1.4642, 3.9398, -1.4509], [1.4708, 1.1236, 1.9467], [1.9195, 0.6711, 0.3311], [0.9354, 0.4410, -0.6417], [1.4369, 0.2143, -1.9359], [0.3460, 0.0112, -3.2712], [2.7980, 0.1283, -2.2293], [3.3439, -0.1966, -3.8288], [3.7316, 0.3131, -1.2156], [5.4132, 0.2010, -1.5532], [3.2895, 0.6070, 0.0679], [4.4482, 0.8733, 1.3150], [-1.0719, -0.9091, 1.4444], [-0.0093, -1.6681, 1.7508], [0.5377, -2.4880, 0.8401], [1.6260, -3.2622, 1.1829], [2.1302, -3.2084, 2.4714], [1.5153, -2.3809, 3.3994], [0.4431, -1.6124, 3.0124], [0.0597, -2.5175, -0.1277], [2.0564, -3.9084, 0.4320], [2.9860, -3.8068, 2.7509], [1.8691, -2.3091, 4.4171], [-0.0888, -0.9218, 3.6475], [-1.4461, -1.1979, -1.1800], [-1.8549, -2.4196, -1.4332]], "mulliken_charge": [1.5853, -0.6292, -0.5881, 0.6714, -0.6685, -0.0198, -0.7594, 0.7316, -0.6092, -0.8045, 0.2930, 0.3109, 0.2397, 0.4056, 0.1944, 0.4728, -0.0983, 0.8117, -1.0193, 0.8737, -0.1295, -0.2204, -0.1886, 0.4477, -0.1853, -0.3012, -0.1940, -0.7073, 0.5505, 0.0505, -0.9567, -0.1995, -0.6696, -0.1266, 0.4280, 0.4635, 0.4224, 0.4169, 0.4624, -0.0866, -0.6706]}

***

Record 4
{"formula": "C18H32LuNO3P2", "method": "ωB97M-V/def2-TZVPD", "charge": 0, "homo_energy_ha": -0.25921, "homo_lumo_gap_ev": 7.428, "species": ["C", "C", "N", "C", "C", "C", "C", "P", "Lu", "P", "C", "C", "C", "C", "C", "C", "C", "O", "O", "H", "H", "H", "C", "C", "H", "H", "H", "H", "C", "C", "H", "H", "H", "H", "H", "H", "H", "H", "H", "H", "H", "H", "H", "H", "H", "H", "H", "H", "H", "H", "H", "H", "C", "O", "H", "H", "H"], "coordinates": [[-1.0728, 3.0954, -2.6474], [-1.0839, 2.0526, -1.7183], [0.0563, 1.7874, -0.9935], [1.2495, 2.2810, -1.4212], [1.3070, 3.2585, -2.4069], [0.1251, 3.6863, -3.0077], [-2.2635, 1.1515, -1.7121], [-2.5411, 0.1632, -0.1919], [-0.0206, 0.2694, 0.7938], [2.5954, 0.1340, -0.0410], [2.5603, 1.8464, -0.7702], [-0.5925, -1.9508, 1.5267], [-1.2242, -1.8274, 2.7559], [-0.9824, -2.7944, 3.7586], [-0.2031, -3.9204, 3.4895], [0.3202, -4.0888, 2.2073], [0.1003, -3.1062, 1.2101], [-1.5978, -0.3073, -3.6317], [0.7363, -0.7137, -3.0453], [-2.0123, 3.3334, -3.1490], [2.2793, 3.6766, -2.6577], [0.1553, 4.4511, -3.7794], [-3.6838, 0.9840, 1.0112], [-3.5799, -1.1701, -0.8524], [3.3749, 1.9077, -1.5137], [2.8048, 2.5603, 0.0380], [-2.0727, 0.3420, -2.8258], [-3.1833, 1.7137, -1.9670], [3.7088, 0.3852, 1.3834], [3.6625, -0.7341, -1.2402], [-1.8847, -0.9831, 2.9801], [-1.3910, -2.6606, 4.7623], [0.0082, -4.6548, 4.2769], [0.9263, -4.9740, 1.9847], [0.5269, -3.2652, 0.2184], [0.0587, -1.7789, -1.2749], [1.0365, -1.5616, -3.4275], [-0.2322, -0.5073, -3.4586], [-1.9614, -0.0640, -4.4913], [0.2682, -1.0578, -1.0143], [-4.6717, 1.1331, 0.5484], [-3.8118, 0.3568, 1.9136], [-3.2715, 1.9539, 1.3339], [-4.6326, -0.8497, -0.8668], [-3.2298, -1.3930, -1.8712], [-3.4655, -2.0549, -0.2110], [4.6704, -0.2860, -1.2685], [3.7391, -1.7891, -0.9320], [3.1851, -0.6840, -2.2306], [4.7300, 0.6237, 1.0571], [3.3171, 1.1842, 2.0260], [3.7235, -0.5438, 1.9688], [0.6987, 1.0825, 3.9272], [0.4552, 0.8839, 2.5627], [1.1245, 0.1772, 4.3963], [-0.2465, 1.3290, 4.4375], [1.4081, 1.9170, 4.0508]], "mulliken_charge": [-1.1079, 0.6668, -0.0133, 0.8052, -0.8938, -0.4563, -0.9163, 1.0003, 1.2151, 1.1495, -1.3757, 0.6243, -0.4768, -0.5322, -0.5385, -0.4051, -0.3655, -0.7222, -0.6360, 0.4259, 0.4410, 0.4007, -1.3829, -1.3288, 0.5038, 0.3928, 0.1655, 0.4740, -1.3323, -1.4227, 0.1406, 0.3341, 0.3427, 0.3513, 0.2041, -0.3090, 0.2571, 0.3093, 0.1929, 0.2598, 0.4412, 0.3596, 0.3365, 0.3968, 0.3133, 0.3623, 0.4137, 0.4143, 0.3006, 0.4177, 0.3140, 0.3756, -0.8918, -0.8409, 0.2852, 0.2737, 0.2866]}

***

Record 5
{"formula": "F2HISi", "method": "ωB97M-V/def2-TZVPD", "charge": 0, "homo_energy_ha": [-0.36101, -0.35116], "homo_lumo_gap_ev": [7.534, 6.455], "species": ["F", "F", "Si", "I", "H"], "coordinates": [[1.2075, 1.0766, -1.0986], [0.6756, 1.0311, 1.0925], [0.3370, 0.1512, -0.1659], [-3.0227, -1.1280, 0.2025], [0.8026, -1.1310, -0.0305]], "mulliken_charge": [-0.1899, -0.1811, 0.5453, -0.1714, -0.0028]}

***

Short version: total energy = -40925.478 -174360.092 -97227.470 -79014.622 -21430.506 eV, in the order given.